Arrangement P

23
Properties=species:S:1:pos:R:3 method="wB97M-V/def2-TZVPD" lumo_ev="-0.755 / -0.751" spin_multiplicity=1 orbital_gap_ev="7.43 / 7.44" homo_ev="-8.2 / -8.2"
C -0.3040 0.3006 -0.2223
C -0.3447 0.9226 0.9018
C -1.4074 -0.5738 -0.7901
C 0.8935 0.2586 -1.1556
C -0.8486 -1.0566 -2.1299
C -0.4032 2.5888 2.8863
C 0.6725 -1.0318 -1.9487
C 1.1818 -2.2429 -1.1694
N -0.0639 2.3538 4.1893
O -0.2072 3.3054 4.9525
O 0.3427 1.2471 4.5225
O -0.2509 1.4794 2.0314
H -1.5974 -1.4138 -0.1220
H -2.3420 -0.0231 -0.9009
H 0.8597 1.1273 -1.8175
H 1.8381 0.2681 -0.6133
H -1.2204 -2.0458 -2.3887
H -1.1335 -0.3671 -2.9267
H -0.7870 3.5289 2.5416
H 1.1851 -0.9880 -2.9133
H 0.8167 -2.2263 -0.1457
H 2.2697 -2.2449 -1.1430
H 0.8504 -3.1666 -1.6379

***

Arrangement Q

23
Properties=species:S:1:pos:R:3 method="wB97M-V/def2-TZVPD" lumo_ev=-0.300 spin_multiplicity=1 orbital_gap_ev=6.47 homo_ev=-6.8
C 0.6784 -2.4597 0.5751
C 1.0691 -1.7629 1.7151
C -0.0663 -1.6335 -0.2639
C 0.3530 -0.6212 1.6171
C 0.9247 0.5849 -2.3971
C 0.5368 1.2483 -1.3196
C -1.3410 2.0844 0.2455
C -0.7510 1.0955 -0.7336
N -0.3532 -0.4998 0.4588
O -0.6154 -2.0127 -1.4348
O 0.4423 0.5255 2.4061
O -2.4831 1.7773 0.9759
H 1.1299 -3.3463 0.0652
H 1.7714 -2.0120 2.5592
H 1.8592 0.6701 -2.7686
H 0.1734 -0.0286 -2.8942
H 1.3792 1.7641 -0.7616
H -0.4017 2.4974 0.6872
H -1.6259 2.9955 -0.4087
H -1.3568 0.5333 -1.3924
H -0.2704 -2.8924 -1.5976
H 1.1042 0.4812 3.0799
H -2.1569 1.0115 1.5870

***

The structure with the least stability is arrangement P.

***

Arrangement P

8
Properties=species:S:1:pos:R:3 method="wB97M-V/def2-TZVPD" lumo_ev=-0.900 spin_multiplicity=1 orbital_gap_ev=9.33 homo_ev=-10.2
C 1.3367 -0.0135 0.0734
C 0.1074 -0.3941 -0.0966
P -1.5136 0.2509 -0.5505
Cl -0.2904 -2.5760 -0.4272
Cl -0.9713 2.2075 -0.5789
Cl -2.3898 0.1508 1.2508
H 2.1787 -0.6771 0.1926
H 1.5425 1.0516 0.1366

***

Arrangement Q

8
Properties=species:S:1:pos:R:3 method="wB97M-V/def2-TZVPD" lumo_ev=-0.687 spin_multiplicity=1 orbital_gap_ev=8.94 homo_ev=-9.6
H -0.3265 -2.1840 0.8506
P 0.9688 -1.9353 1.2393
C 0.9250 -0.9499 -0.1484
Cl -0.3699 -0.6962 -1.2784
C 2.1159 -0.1415 -0.4725
Cl 3.2268 -0.2629 0.8947
Cl 1.5590 1.6239 -0.4695
H 2.4436 -0.3155 -1.5190

***

The structure with the least stability is arrangement Q.